(1)
C4H9N3S | ωB97M-V/def2-TZVPD

The spin multiplicity is 1. Its SMILES is N[C@@H]1[C@H](N)[C@@H]1NC=S. The value obtained for the relative energy (zero: lowest compared OMol25 entry of this formula, charge and spin) is 134.3 kJ/mol. The maximum force is 2.05 eV/A. The calculation puts the frontier orbital gap at 9.0 eV. Its charge is 0. The calculated total energy is -19598.2441 eV.

CARTESIAN COORDINATES (ANGSTROEM)
N -1.947 -1.261 -0.790
C -2.074 -0.547 0.419
C -1.754 0.902 0.347
N -1.384 1.491 -0.914
C -0.782 -0.022 1.022
N 0.411 -0.400 0.278
C 1.650 0.110 0.568
S 3.029 -0.100 -0.304
H -2.673 -0.979 -1.495
H -2.000 -2.266 -0.661
H -2.851 -0.781 1.118
H -2.375 1.446 1.044
H -0.956 0.809 -1.510
H -0.644 2.221 -0.763
H -0.723 -0.112 2.119
H 0.293 -0.932 -0.632
H 1.662 0.728 1.494

(2)
C4H9N3S | ωB97M-V/def2-TZVPD

The spin multiplicity is 1. Its SMILES is N/N=C(/CS)N1CC1. The value obtained for the relative energy (zero: lowest compared OMol25 entry of this formula, charge and spin) is 468.9 kJ/mol. The maximum force is 9.78 eV/A. The calculation puts the frontier orbital gap at 9.4 eV. Its charge is 0. The calculated total energy is -19594.7761 eV.

CARTESIAN COORDINATES (ANGSTROEM)
N -1.764 0.842 -0.730
N -1.227 1.171 0.590
C -0.323 0.341 0.726
C 0.469 0.660 1.945
S 2.288 0.635 1.919
N 0.068 -0.769 -0.108
C 0.931 -0.652 -1.298
C -0.408 -1.303 -1.241
H -1.092 0.760 -1.359
H -2.649 1.485 -0.931
H 0.060 1.530 2.432
H 0.114 -0.203 2.636
H 2.325 -0.409 1.062
H 1.120 0.356 -1.735
H 1.920 -1.162 -1.001
H -0.556 -2.399 -1.180
H -1.274 -0.883 -1.726

(3)
C4H9N4 | ωB97M-V/def2-TZVPD

The spin multiplicity is 1. Its SMILES is NCc1[nH]cnc1[NH3+]. The value obtained for the relative energy (zero: lowest compared OMol25 entry of this formula, charge and spin) is 65.7 kJ/mol. The maximum force is 3.45 eV/A. The calculation puts the frontier orbital gap at 10.2 eV. Its charge is +1. The calculated total energy is -10247.3171 eV.

CARTESIAN COORDINATES (ANGSTROEM)
N -1.964 -0.001 -0.134
C -1.103 -1.186 0.181
C 0.295 -0.592 0.345
N 1.478 -1.323 0.110
C 2.467 -0.406 -0.087
N 2.056 0.796 -0.068
C 0.686 0.743 0.181
N -0.227 1.860 0.148
H -2.891 -0.250 -0.047
H -1.807 0.273 -1.035
H -1.033 -1.745 -0.699
H -1.576 -1.633 1.071
H 1.499 -2.303 0.136
H 3.564 -0.612 -0.320
H -0.065 2.570 0.818
H -0.194 2.349 -0.819
H -1.185 1.458 0.219

(4)
C4H9N4 | ωB97M-V/def2-TZVPD

The spin multiplicity is 1. The value obtained for the relative energy (zero: lowest compared OMol25 entry of this formula, charge and spin) is 345.5 kJ/mol. The maximum force is 3.50 eV/A. The calculation puts the frontier orbital gap at 7.8 eV. Its charge is +1. The calculated total energy is -10244.4171 eV.

CARTESIAN COORDINATES (ANGSTROEM)
C -1.040 -0.719 0.085
C -0.023 -0.083 -0.712
C 1.122 0.971 1.184
C 0.059 -0.122 -2.183
N -1.076 -0.561 1.336
N 0.982 0.575 -0.138
N 2.350 0.806 1.673
N -2.056 -0.910 2.102
H -1.865 -1.287 -0.424
H 0.033 0.866 -2.627
H 0.996 -0.530 -2.311
H -0.774 -0.569 -2.709
H 1.524 0.939 -0.897
H 2.573 1.288 2.574
H 3.090 0.164 1.196
H -2.903 -1.258 1.824
H -1.916 -1.071 3.084

(5)
C4H9N4O | ωB97M-V/def2-TZVPD

The spin multiplicity is 1. Its SMILES is [H]/N=C(N)/C=C\NC(=[NH2+])O. The value obtained for the relative energy (zero: lowest compared OMol25 entry of this formula, charge and spin) is 110.8 kJ/mol. The maximum force is 4.02 eV/A. The calculation puts the frontier orbital gap at 10.2 eV. Its charge is +1. The calculated total energy is -12294.4731 eV.

CARTESIAN COORDINATES (ANGSTROEM)
H -1.773 0.689 -0.774
N -0.938 0.363 -0.348
C -0.114 1.280 0.017
N -0.423 2.528 0.139
C 1.298 0.833 0.491
C 1.785 -0.341 0.112
N 1.051 -1.187 -0.764
C -0.212 -1.608 -0.575
N -0.660 -1.971 0.639
O -0.795 -2.137 -1.596
H 0.171 3.255 0.352
H -1.380 2.647 0.012
H 1.649 1.334 1.371
H 2.595 -0.766 0.602
H 1.413 -1.226 -1.681
H -1.588 -2.113 0.860
H -0.104 -1.819 1.397
H -1.659 -2.510 -1.578

(6)
C4H9N4OS | ωB97M-V/def2-TZVPD

The spin multiplicity is 1. Its SMILES is N[C@@H]1C=NC(=S)N[C@@]1([NH3+])O. The value obtained for the relative energy (zero: lowest compared OMol25 entry of this formula, charge and spin) is 168.6 kJ/mol. The maximum force is 4.36 eV/A. The calculation puts the frontier orbital gap at 8.2 eV. Its charge is +1. The calculated total energy is -23128.8894 eV.

CARTESIAN COORDINATES (ANGSTROEM)
N 1.262 0.901 1.323
C 0.243 1.038 0.234
C -1.154 1.321 0.649
N -2.168 0.646 0.432
C -2.179 -0.470 -0.483
S -3.542 -1.175 -0.950
N -0.940 -0.798 -1.067
C 0.322 -0.302 -0.614
N 0.813 -1.470 0.433
O 1.406 -0.340 -1.524
H 2.208 0.834 0.822
H 1.269 1.778 1.907
H 0.538 1.876 -0.570
H -1.245 2.227 1.351
H -0.859 -1.473 -1.909
H -0.006 -2.079 0.714
H 1.122 -0.842 1.227
H 1.613 -1.968 0.260
H 1.296 0.297 -2.235